This record from the OMol25 dataset describes a molecular structure, C22H23N7OReS. The level of theory is ωB97M-V with the def2-TZVPD basis set.

HOMO energy (alpha / beta) (eV): -14.49 / -14.42
LUMO level (alpha / beta) (eV): -7.9 / -7.7
2S+1: 2
Total charge: +2
Total energy (Ha): -1786.6909
Orbital gap (alpha / beta) (Eh): 0.2417 / 0.2460
Energy relative to the best compared isomer or geometry (same formula, charge and spin) (eV): 1.4072
<S²>: 0.7686

Each line ends with the Löwdin spin population.
Positions of all 55 atoms, in Å:
Re 0.002281 -0.682953 -0.581654  0.8480
O 2.202704 -3.102686 -2.931044  -0.0060
C 1.835348 -2.200309 -2.240463  0.0004
N 0.779299 -2.287794 -1.294062  -0.0237
C 0.708296 -3.550549 -0.564575  -0.0012
C 0.691726 -3.190960 0.897686  0.0070
C 0.809330 -4.122765 1.913558  -0.0014
C 0.868024 -3.682439 3.224166  0.0101
C 0.806376 -2.319096 3.489889  -0.0008
C 0.662764 -1.447798 2.434266  0.0076
N 0.594166 -1.871394 1.160202  0.0013
C 2.477471 -0.851614 -2.173873  0.0080
C 3.579956 -0.518309 -2.924134  -0.0003
C 4.200221 0.699307 -2.664026  0.0093
C 3.701787 1.509960 -1.659151  -0.0001
C 2.572042 1.114150 -0.959746  0.0062
N 1.960929 -0.043839 -1.227892  0.0087
H 1.578020 -4.171783 -0.788447  -0.0002
H -0.169355 -4.137067 -0.848578  -0.0014
H 0.880476 -5.175031 1.673033  -0.0003
H 0.977747 -4.392554 4.032959  0.0005
H 0.873645 -1.938202 4.498621  -0.0002
H 0.607962 -0.377393 2.586854  0.0004
H 3.945321 -1.213692 -3.667238  -0.0001
H 5.073496 0.998323 -3.227901  0.0004
H 4.175928 2.448546 -1.410093  -0.0002
H 2.135438 1.728573 -0.185067  0.0004
C -1.095462 5.494424 -1.571461  0.0006
C 0.179944 4.672456 -1.620999  0.0011
N -0.057101 3.317651 -2.135278  0.0062
C -0.316243 2.267658 -1.362175  0.0124
S -0.798140 0.758639 -2.214695  0.0660
N -0.224183 2.327778 -0.056859  0.0009
N -0.591740 1.067150 0.440789  0.0033
C -1.581928 0.999909 1.265949  0.0060
C -2.178443 2.174683 1.952251  0.0008
C -2.238918 -0.336049 1.318198  0.0065
C -3.243463 -0.654674 2.207631  -0.0007
C -3.918078 -1.864570 2.059686  0.0085
C -3.580978 -2.704073 1.016058  0.0008
C -2.550394 -2.330514 0.165791  0.0080
N -1.888602 -1.184109 0.316985  0.0051
H -0.878445 6.497076 -1.204921  0.0002
H -1.829015 5.039738 -0.904909  0.0000
H -1.542078 5.591697 -2.561217  0.0000
H 0.620549 4.567194 -0.631962  0.0000
H 0.924406 5.134980 -2.268264  -0.0001
H -0.235653 3.210519 -3.121800  -0.0001
H -1.917299 3.086168 1.421924  0.0002
H -1.760395 2.250229 2.960952  0.0004
H -3.258319 2.084717 2.038229  0.0000
H -3.509746 0.029704 3.000138  -0.0002
H -4.710719 -2.130446 2.746099  0.0004
H -4.101065 -3.636231 0.848094  -0.0001
H -2.249886 -2.952335 -0.667526  0.0013

Cartesian forces (eV/Å) of the 3 atoms listed first:
Re -0.02 0.32 -0.24
O 0.05 -0.01 0.05
C -0.17 0.05 -0.09

This record from the OMol25 dataset describes a molecular structure, C22H23N8O3RuS in a non-equilibrium geometry. The level of theory is ωB97M-V with the def2-TZVPD basis set.

HOMO energy (alpha / beta) (eV): -6.82 / -6.81
LUMO level (alpha / beta) (eV): 0.3 / 0.1
2S+1: 2
Total energy (Ha): -2008.9149
Orbital gap (alpha / beta) (Eh): 0.2631 / 0.2554
Energy relative to the best compared isomer or geometry (same formula, charge and spin) (eV): 0.7783
<S²>: 0.7603

Each line ends with the Löwdin spin population.
Positions of all 58 atoms, in Å:
Ru -0.008168 0.569022 0.421677  0.8065
N 0.255390 2.169978 4.561920  0.0010
C 0.562733 1.820795 3.273410  0.0013
S -0.582016 2.318100 2.052656  -0.0138
N 1.667439 1.203415 3.069384  0.0031
N 1.875467 0.761114 1.767443  0.0602
C 3.120500 0.593694 1.494571  0.0056
C 3.685113 0.007778 0.316415  0.0007
C 5.066256 -0.262982 0.315909  -0.0007
C 5.673684 -0.933875 -0.714810  0.0002
C 4.882638 -1.359517 -1.793839  0.0003
C 3.541561 -1.071997 -1.840699  0.0050
C 2.896193 -0.343926 -0.803912  0.0080
O 1.652928 -0.029133 -0.930430  0.0846
H -0.476008 2.843366 4.698455  -0.0004
H 0.997184 2.128088 5.239847  0.0001
H 3.820518 0.876035 2.282065  0.0035
H 5.649922 0.062129 1.171669  0.0002
H 6.732932 -1.150876 -0.692612  0.0000
H 5.335668 -1.929432 -2.596950  0.0002
H 2.919363 -1.389080 -2.669079  0.0000
C -2.181018 -2.496929 2.661300  -0.0009
C -1.726645 -1.239231 1.987583  -0.0014
N -0.506020 -0.854520 1.979437  0.0100
O 0.408797 -1.727501 2.552927  0.0047
C -2.666453 -0.380824 1.312026  0.0150
C -4.143574 -0.470209 1.523692  0.0025
N -2.156235 0.459627 0.450618  -0.0214
O -2.864185 1.216641 -0.254273  -0.0237
H -1.364134 -3.208961 2.724565  -0.0001
H -3.014515 -2.935342 2.116142  -0.0001
H -2.513482 -2.270895 3.677041  -0.0002
H 1.191101 -1.163109 2.670746  0.0000
H -4.376010 -0.681316 2.567823  0.0004
H -4.599463 -1.247119 0.902482  0.0011
H -4.584576 0.482973 1.239562  0.0001
N -1.563002 0.452065 -2.741965  0.0002
C -1.233064 1.710937 -2.276435  0.0004
C -1.827362 2.788423 -2.947342  -0.0002
C -1.483814 4.070320 -2.607606  0.0005
C -0.538090 4.276669 -1.607736  0.0000
C -0.005032 3.172427 -0.993484  -0.0006
N -0.338452 1.904373 -1.313144  -0.0036
C -1.313027 -0.833743 -2.307642  0.0037
C -1.734544 -1.882959 -3.140769  0.0014
C -1.484012 -3.178958 -2.765422  -0.0006
C -0.811682 -3.421209 -1.568260  0.0013
C -0.439755 -2.335892 -0.812033  0.0029
N -0.694322 -1.067464 -1.166399  0.0428
H -2.158811 0.483364 -3.551368  0.0000
H -2.559393 2.594410 -3.720571  -0.0001
H -1.943255 4.908924 -3.114593  0.0000
H -0.233898 5.269072 -1.309866  0.0000
H 0.726787 3.273224 -0.207307  -0.0004
H -2.242503 -1.660762 -4.071034  0.0004
H -1.798375 -3.999122 -3.397302  -0.0001
H -0.593075 -4.425273 -1.234598  0.0003
H 0.095779 -2.464819 0.120143  0.0001

Cartesian forces (eV/Å) of the 3 atoms listed first:
Ru -3.17 -0.21 0.49
N -0.08 -0.03 -0.10
C -0.20 0.32 0.10

This record from the OMol25 dataset describes a gas-phase ion, C22H23NO8P (charge -1) in a non-equilibrium geometry. The level of theory is ωB97M-V with the def2-TZVPD basis set.

HOMO energy (eV): -5.40
LUMO level (eV): 2.0
Total charge: -1
Total energy (Ha): -1850.4125
Orbital gap (Eh): 0.2731

Each line ends with the Löwdin charge.
Positions of all 55 atoms, in Å:
C 4.801040 -2.453925 0.242959  -0.0476
C 4.598006 -1.112778 0.897796  -0.2242
C 5.664108 -0.512496 1.565280  -0.0594
C 5.498516 0.726883 2.179460  -0.1033
C 4.256887 1.344426 2.135610  -0.0917
C 3.186937 0.753074 1.471597  -0.0201
C 3.341040 -0.476880 0.837652  -0.1451
C 2.224263 -1.159188 0.078067  -0.0875
C 0.916895 -0.426531 0.091515  -0.1436
C 0.143759 -0.400117 1.256747  0.0416
C -1.064600 0.250357 1.221980  -0.0809
C -1.528398 0.885047 0.078196  -0.0315
C -0.770736 0.918949 -1.088471  -0.0665
C -1.315237 1.618182 -2.303041  -0.1125
C -2.105876 0.631000 -3.197478  -0.1604
C -1.304026 0.081924 -4.395385  -0.1759
C -1.082458 -1.408414 -4.243243  -0.2949
O -0.221077 -1.884503 -5.267202  -0.0731
C 0.472165 0.241056 -1.064562  0.0120
C 1.343997 0.254307 -2.319736  -0.6931
O 1.606969 -0.842789 -2.862564  -0.0359
O 1.701630 1.386526 -2.671524  -0.0032
C -2.868187 1.440328 0.388231  -0.3400
O -3.549709 2.241902 -0.167270  0.1382
N -3.247146 0.819116 1.612553  0.0174
C -4.342783 1.421072 2.355806  -0.1448
P -5.077027 0.398002 3.652164  0.4444
O -6.544481 0.365821 3.596930  -0.2916
O -4.579441 1.090927 5.026321  -0.1343
O -4.444658 -1.068194 3.581742  -0.1137
C -2.088260 0.415251 2.281801  -0.3795
O -1.978395 0.288574 3.466999  0.1165
H 5.798492 -2.833247 0.434675  0.0685
H 4.621054 -2.395839 -0.826484  0.0865
H 4.093640 -3.172555 0.652814  0.0770
H 6.619105 -1.013311 1.588638  0.0974
H 6.338326 1.185576 2.677921  0.0898
H 4.140586 2.298894 2.629734  0.0943
H 2.232468 1.254486 1.435973  0.1101
H 2.556287 -1.347674 -0.935308  0.1037
H 2.068392 -2.141892 0.530548  0.1276
H 0.483723 -0.881801 2.163608  0.1337
H -1.997522 2.397614 -1.986727  0.0979
H -0.510078 2.066144 -2.871257  0.1052
H -2.486863 -0.206006 -2.612869  0.1090
H -2.974363 1.157110 -3.587275  0.1008
H -0.329541 0.550896 -4.470065  0.1069
H -1.849502 0.247206 -5.325363  0.1061
H -2.022833 -1.964131 -4.237392  0.1118
H -0.573874 -1.537732 -3.289563  0.0972
H 0.538530 -2.282875 -4.837852  0.0705
H -5.152164 1.606306 1.659330  0.1068
H -4.084069 2.382271 2.800151  0.1219
H -4.357435 0.400095 5.660318  0.0745
H -4.796080 -1.596443 4.307515  0.0871

Cartesian forces (eV/Å) of the 3 atoms listed first:
C -0.25 0.21 0.27
C 0.13 -0.02 0.03
C -0.64 0.34 -0.08

The calculation returns the following molecular weight values, one per record and in order: 619.75; 580.62; 460.40 u.